# 1
Below is 7 unconnected molecules or ions with the total composition C37H56F10NO27S6, with properties calculated with ωB97M-V/def2-TZVPD.

Computed properties:
charge = +1
lowest unoccupied orbital energy = -5.137 eV
E_tot = -6916.94943 hartree
HOMO energy = -10.96 eV

CARTESIAN COORDINATES (ANGSTROEM)
C 2.14 -7.69 2.93
C 1.16 -6.85 3.40
C -0.04 -6.36 2.50
C 0.26 -6.41 0.98
C 1.45 -5.81 0.35
C 2.55 -5.10 1.20
O 3.61 -5.58 1.39
O 2.22 -3.84 1.69
C 1.61 -5.90 -1.10
C 2.81 -5.38 -1.94
C 3.21 -3.87 -1.67
C 4.78 -3.78 -1.73
F 5.26 -4.37 -0.57
F 5.30 -4.56 -2.76
C 5.34 -2.32 -1.96
F 5.04 -1.94 -3.24
F 6.72 -2.44 -1.91
C 4.94 -1.26 -0.85
F 4.51 -1.81 0.32
F 6.11 -0.56 -0.53
C 3.95 -0.15 -1.41
F 4.57 0.67 -2.30
F 2.83 -0.73 -1.92
F 3.58 0.62 -0.34
C 0.56 -6.59 -1.84
N -0.55 -7.15 -1.22
C -1.60 -7.86 -2.03
C -2.70 -6.79 -2.42
C -3.93 -6.76 -1.41
C -5.06 -5.74 -1.88
C -6.26 -5.83 -0.86
C -7.25 -4.61 -0.97
C -8.55 -4.78 -0.11
C -9.48 -3.50 -0.11
C -8.97 -2.35 0.84
O -8.29 -1.31 0.11
C -9.22 -0.29 -0.29
C -0.71 -7.10 0.13
F -1.79 -7.69 0.68
H 1.90 -8.60 2.32
H 3.20 -7.41 3.16
H 1.22 -6.56 4.49
H -0.90 -7.06 2.74
H -0.41 -5.35 2.83
H 1.36 -3.57 1.32
H 2.60 -5.49 -3.04
H 3.68 -6.06 -1.71
H 2.77 -3.42 -0.75
H 2.84 -3.28 -2.56
H 0.58 -6.71 -2.95
H -1.99 -8.74 -1.47
H -1.10 -8.20 -2.97
H -2.19 -5.78 -2.38
H -3.06 -6.95 -3.47
H -4.34 -7.81 -1.31
H -3.58 -6.36 -0.41
H -5.36 -5.89 -2.95
H -4.60 -4.72 -1.73
H -6.83 -6.77 -1.09
H -5.91 -5.87 0.21
H -6.74 -3.66 -0.65
H -7.58 -4.50 -2.04
H -9.18 -5.65 -0.47
H -8.31 -5.00 0.97
H -9.61 -3.08 -1.14
H -10.49 -3.83 0.27
H -9.86 -1.89 1.35
H -8.31 -2.77 1.64
H -9.85 0.09 0.56
H -9.85 -0.66 -1.16
H -8.64 0.57 -0.70
C -5.02 3.63 0.48
C -5.06 2.15 0.79
O -6.25 1.96 1.57
S -7.36 3.03 1.09
O -8.24 2.39 0.18
O -7.83 3.74 2.23
O -6.38 4.00 0.25
H -4.65 4.20 1.34
H -4.41 3.86 -0.39
H -4.18 1.81 1.34
H -5.16 1.56 -0.13
C 7.54 2.03 -0.78
C 6.97 2.58 0.51
O 7.79 3.72 0.81
S 8.28 4.40 -0.57
O 7.41 5.49 -0.86
O 9.69 4.54 -0.52
O 7.90 3.18 -1.55
H 8.45 1.45 -0.60
H 6.82 1.42 -1.32
H 7.01 1.86 1.32
H 5.95 2.93 0.37
C -11.46 4.47 4.07
C -10.01 4.42 4.50
O -9.89 5.44 5.49
S -11.28 5.57 6.30
O -11.17 4.82 7.50
O -11.69 6.93 6.27
O -12.20 4.73 5.26
H -11.64 5.29 3.37
H -11.79 3.53 3.61
H -9.32 4.60 3.67
H -9.76 3.46 4.96
C 10.09 7.98 -1.92
C 8.61 8.08 -2.24
O 8.40 9.46 -2.59
S 9.73 10.03 -3.30
O 9.55 9.97 -4.71
O 10.13 11.22 -2.62
O 10.73 8.84 -2.88
H 10.31 8.36 -0.92
H 10.46 6.96 -2.01
H 7.98 7.80 -1.40
H 8.35 7.47 -3.11
C 12.12 12.42 0.15
C 10.92 11.52 0.33
O 11.41 10.38 1.05
S 12.60 10.85 2.03
O 12.06 11.05 3.34
O 13.73 10.03 1.79
O 12.86 12.30 1.37
H 12.76 12.06 -0.67
H 11.85 13.45 -0.03
H 10.48 11.22 -0.62
H 10.15 12.01 0.95
C -1.51 -0.93 -1.09
C -1.54 -2.42 -0.80
O -2.72 -2.62 -0.02
S -3.85 -1.55 -0.48
O -4.72 -2.19 -1.40
O -4.31 -0.86 0.67
O -2.87 -0.56 -1.31
H -1.14 -0.36 -0.23
H -0.91 -0.69 -1.96
H -0.66 -2.75 -0.26
H -1.64 -3.00 -1.72

***

# 2
Below is 2 unconnected molecules or ions with the total composition C10H5N6O8, with properties calculated with ωB97M-V/def2-TZVPD.

Computed properties:
energy above the lowest of the compared OMol25 structures with the same formula, charge and spin = 0.0 kcal per mole
charge = -1
lowest unoccupied orbital energy = 1.105 eV
E_tot = -1314.29015 hartree
HOMO energy = -5.43 eV

CARTESIAN COORDINATES (ANGSTROEM)
N -1.59 0.04 -0.23
C -1.51 1.39 0.10
O -0.46 1.99 0.30
N -2.74 2.05 0.21
C -4.02 1.49 0.24
O -5.02 2.21 0.30
C -3.95 0.05 0.21
C -2.73 -0.57 0.13
H -2.67 3.02 0.46
H -4.85 -0.54 0.33
H -2.65 -1.62 0.39
O 5.03 0.98 -0.80
N 4.34 0.64 0.17
O 4.73 0.76 1.36
C 2.99 0.11 -0.03
C 2.16 0.01 1.10
C 0.87 -0.58 0.98
N 0.18 -0.88 2.20
O 0.63 -0.49 3.29
O -0.88 -1.57 2.13
C 0.28 -0.96 -0.26
C 1.13 -0.80 -1.36
N 0.93 -1.28 -2.67
O -0.03 -1.76 -3.23
O 2.19 -1.21 -3.30
N 3.14 -0.63 -2.47
C 2.46 -0.33 -1.32
H 2.53 0.24 2.09
H -0.52 -1.73 -0.34

***

# 3
Below is a molecular structure, C16H15ClCoTe, with properties calculated with ωB97M-V/def2-TZVPD.

Computed properties:
charge = -1
lowest unoccupied orbital energy (spin up / spin down) = 2.961 / 1.331 eV
E_tot = -2729.61969 hartree
<S²> = 6.037
spin multiplicity = 5
HOMO energy (spin up / spin down) = -2.94 / -3.54 eV

CARTESIAN COORDINATES (ANGSTROEM)
C -2.84 -0.93 -1.42
C -1.86 -1.11 -2.46
C -1.37 0.16 -2.84
H -1.59 -2.07 -2.90
C -1.93 1.15 -1.95
C -2.97 0.49 -1.18
H -3.76 0.95 -0.60
H -3.45 -1.68 -0.95
H -0.81 0.40 -3.75
H -1.68 2.21 -1.94
Co -1.23 0.07 -0.42
Cl 0.32 -1.39 0.18
C 2.94 0.30 -1.28
C 2.54 1.54 -1.88
C 2.01 1.25 -3.17
H 2.64 2.52 -1.43
C 2.05 -0.17 -3.36
C 2.62 -0.75 -2.19
H 2.78 -1.81 -2.02
H 3.37 0.18 -0.30
H 1.62 1.98 -3.88
H 1.71 -0.71 -4.24
Te -0.22 1.76 0.94
C -0.11 0.69 2.73
C -1.32 0.35 3.37
C -1.28 -0.60 4.40
C -0.06 -1.17 4.79
C 1.13 -0.83 4.14
C 1.13 0.13 3.13
H -2.24 0.81 3.01
H -2.21 -0.91 4.87
H -0.04 -1.91 5.60
H 2.07 -1.31 4.42
H 2.04 0.41 2.57

***

# 4
Below is 12 unconnected molecules or ions with the total composition C21H66N8O12, with properties calculated with ωB97M-V/def2-TZVPD.

Computed properties:
energy above the lowest of the compared OMol25 structures with the same formula, charge and spin = 56.0 kcal per mole
SMILES = NC(N)=O.NC(N)=O.NC(N)=O.NC(N)=O.CC(C)O.CCO.CCO.CCO.CCO.CCO.CCO.CCO
lowest unoccupied orbital energy = 0.026 eV
E_tot = -2180.63102 hartree
HOMO energy = -9.03 eV

CARTESIAN COORDINATES (ANGSTROEM)
C 0.91 3.72 3.10
C 1.49 2.60 3.93
O 0.55 2.20 4.89
H 0.47 4.49 3.74
H 0.16 3.28 2.43
H 1.66 4.15 2.44
H 2.37 3.00 4.44
H 1.87 1.83 3.25
H -0.30 2.17 4.44
C -4.79 -1.47 0.45
C -4.86 -0.72 -0.91
O -3.71 -0.91 -1.69
H -5.77 -1.46 0.93
H -4.03 -0.97 1.04
H -4.52 -2.53 0.38
H -4.77 0.36 -0.73
H -5.77 -0.86 -1.49
H -3.82 -0.41 -2.50
C 0.89 0.01 -0.38
C -0.61 0.13 -0.30
O -0.70 0.91 0.90
H 1.07 -0.44 -1.36
H 1.35 -0.42 0.51
H 1.21 1.05 -0.49
H -1.18 -0.80 -0.20
H -1.03 0.65 -1.15
H -0.89 0.27 1.58
C 1.55 0.73 -5.24
C 1.35 1.60 -4.02
O 2.44 1.60 -3.13
H 0.62 0.45 -5.73
H 1.87 -0.26 -4.91
H 2.29 1.07 -5.96
H 0.40 1.35 -3.56
H 1.21 2.62 -4.38
H 2.30 2.31 -2.50
C 5.46 1.47 1.22
C 4.48 1.73 0.14
O 4.81 2.96 -0.46
H 5.57 2.31 1.90
H 6.43 1.19 0.81
H 5.12 0.63 1.82
H 3.44 1.75 0.49
H 4.47 0.96 -0.63
H 5.75 3.15 -0.43
C -3.64 2.72 -2.26
C -2.35 2.48 -2.99
O -2.19 3.27 -4.18
H -3.63 2.30 -1.25
H -4.46 2.33 -2.87
H -3.90 3.77 -2.15
H -2.29 1.44 -3.30
H -1.52 2.59 -2.30
H -2.96 3.13 -4.73
C -1.18 -4.70 -2.45
C -2.07 -3.49 -2.20
O -2.56 -3.37 -0.87
H -1.45 -5.58 -1.87
H -0.20 -4.42 -2.06
H -1.09 -4.90 -3.52
H -2.95 -3.50 -2.85
H -1.42 -2.65 -2.44
H -3.08 -2.56 -0.83
C -3.02 1.82 4.63
O -2.36 2.77 4.24
N -4.18 1.96 5.23
N -2.57 0.62 4.57
H -4.47 2.87 5.55
H -4.74 1.14 5.41
H -3.23 -0.12 4.78
H -1.72 0.41 4.07
C -1.00 4.48 -0.07
O -1.03 5.53 -0.62
N -0.14 3.58 -0.25
N -1.91 4.04 0.72
H 0.67 3.78 -0.81
H -0.27 2.68 0.19
H -2.75 4.60 0.79
H -1.77 3.11 1.10
C -1.37 -2.18 2.29
O -0.83 -1.16 2.73
N -2.60 -2.46 2.57
N -0.83 -3.07 1.49
H -2.94 -3.36 2.28
H -3.11 -1.91 3.25
H 0.10 -2.82 1.19
H -1.32 -3.91 1.23
C 2.48 -2.70 2.30
O 2.03 -2.84 1.17
N 3.70 -2.87 2.58
N 1.85 -2.22 3.32
H 4.25 -3.20 1.80
H 4.08 -2.71 3.51
H 0.97 -1.73 3.17
H 2.44 -1.77 4.00
C 3.80 -4.00 -3.28
C 3.59 -3.54 -1.78
C 3.44 -2.06 -1.82
O 2.43 -4.10 -1.21
H 4.84 -3.88 -3.59
H 3.17 -3.58 -4.06
H 3.57 -5.06 -3.35
H 4.33 -3.74 -1.00
H 3.47 -1.72 -0.79
H 2.50 -1.72 -2.25
H 4.23 -1.64 -2.45
H 2.33 -3.67 -0.36

***

- Which of these has the lowest E_tot?
  C37H56F10NO27S6